Entry 1:
Below is a structure of composition C18H52BN4O8V at a distorted geometry, with properties calculated with ωB97M-V with the def2-TZVPD basis set.

Geometry as XYZ:
```
84
Properties=species:S:1:pos:R:3:lowdin_charge:R:1
O -0.50738 -0.18540 -1.95162 -0.353
V -1.27422 0.88128 -1.01460 0.819
O -1.89515 2.01882 -1.96712 -0.411
O -5.30088 -1.28114 -2.77802 -0.467
C -5.50737 -0.40045 -1.65006 -0.450
C -4.45866 -0.49898 -0.43896 -0.341
O -3.06803 -0.63538 -0.67842 -0.305
H -6.53186 -0.61705 -1.34737 0.038
H -5.57688 0.57125 -2.13901 0.040
H -4.59787 -1.43449 0.10283 0.086
H -4.65170 0.24873 0.33032 0.036
B -1.26895 -3.80979 -1.23462 -0.420
H -1.41819 -4.03191 -2.27991 -0.076
H -2.04131 -4.27069 -0.63859 -0.087
H -0.27570 -4.17319 -1.02100 -0.104
H -1.25276 -2.76616 -0.96106 -0.097
C 1.86909 -0.29071 1.59258 -0.060
C 0.55571 -1.07247 1.79461 -0.378
C -0.14354 -0.58993 3.09658 -0.122
O -1.52934 -1.19095 3.05768 -0.155
C -2.33633 -0.50490 3.95518 -0.164
N -0.25059 -0.74347 0.63364 0.033
H 1.76091 0.79314 1.55171 0.048
H 2.32722 -0.48722 0.62323 0.073
H 2.60462 -0.43581 2.38380 0.070
H 0.64178 -2.15293 1.90992 0.149
H -0.20008 0.49754 3.04843 0.096
H 0.44411 -0.97179 3.93140 0.119
H -1.98202 0.45594 4.32848 0.053
H -2.36871 -1.07711 4.88233 0.078
H -3.36453 -0.37102 3.61906 0.093
H -1.14982 -1.17435 0.79433 0.067
H 0.08717 -1.30767 -0.13298 0.039
C 1.91880 -2.06570 -2.36166 -0.112
C 2.19281 -3.31286 -3.11329 -0.405
C 2.92542 -4.31566 -2.17153 -0.218
O 3.17639 -5.45051 -2.94951 -0.192
C 4.12559 -6.36938 -2.37267 -0.112
N 0.95341 -3.90325 -3.76144 0.080
H 1.70269 -1.19574 -2.98180 0.070
H 2.72187 -1.70092 -1.72125 0.063
H 1.11160 -2.22895 -1.64761 0.049
H 2.79447 -2.91136 -3.92871 0.118
H 2.30681 -4.54000 -1.30257 0.118
H 3.81890 -3.95448 -1.66229 0.104
H 3.83278 -6.80032 -1.41526 0.087
H 5.10071 -5.88242 -2.38221 0.065
H 4.44914 -7.02885 -3.17799 0.073
H 0.28961 -3.67703 -3.03460 -0.004
H 0.79643 -3.20180 -4.47097 0.057
C 1.25831 3.15120 -2.92076 -0.031
C 1.81565 2.27912 -1.73971 -0.336
C 3.09935 2.85804 -1.05231 -0.254
O 3.53784 2.08195 -0.02745 -0.209
C 4.84403 2.35868 0.51963 -0.057
N 0.74976 2.07841 -0.74541 0.040
H 2.07016 3.63113 -3.46728 0.061
H 0.59088 3.95661 -2.61421 0.074
H 0.68349 2.59772 -3.66328 0.083
H 2.26085 1.33398 -2.05051 0.139
H 2.99122 3.85542 -0.62613 0.124
H 3.82266 2.96051 -1.86128 0.120
H 5.60495 2.33657 -0.26050 0.088
H 5.05846 1.77768 1.41659 0.087
H 4.74107 3.35625 0.94664 0.078
H 1.34450 1.71398 -0.01495 0.039
H 0.63470 3.01380 -0.38222 0.096
C -4.07770 3.09113 1.16663 -0.040
C -2.60897 3.08947 1.53232 -0.447
C -2.25455 3.32695 3.02366 -0.136
O -0.87394 3.74649 3.00804 -0.207
C -0.24018 3.99918 4.21332 -0.139
N -2.04863 1.89273 1.06833 0.034
H -4.50404 4.09349 1.20674 0.076
H -4.65353 2.24045 1.53114 0.076
H -4.14314 2.86209 0.10298 0.088
H -2.03033 3.76322 0.90039 0.143
H -2.44008 2.46789 3.66838 0.110
H -2.81859 4.19669 3.36058 0.121
H -0.09742 3.06555 4.75744 0.085
H -0.72338 4.79174 4.78468 0.081
H 0.75459 4.42274 4.07501 0.081
H -1.23974 1.92238 1.67242 0.062
H -2.66444 1.23430 1.52368 0.083
```

Calculated values
- gap between HOMO and LUMO (eV) = 2.013
- LUMO level (eV) = 3.272
- net charge = -2
- ΔE to the lowest compared entry with this formula, charge and spin (kJ/mol) = 303.0


Entry 2:
Below is a structure of composition C18H52BaF6O14 at a distorted geometry, with properties calculated with ωB97M-V with the def2-TZVPD basis set.

Geometry as XYZ:
```
91
Properties=species:S:1:pos:R:3:lowdin_charge:R:1
Ba 23.45916 4.12058 28.32819 2.429
C 21.08655 2.81319 27.26706 -0.187
O 19.91858 3.60156 27.55114 -0.151
O 21.90162 2.87234 28.44151 -0.601
C 20.58418 1.35778 26.83639 -0.521
F 19.86664 1.32604 25.73795 0.184
F 21.63571 0.56416 26.59500 0.141
F 19.87770 0.70515 27.76194 0.046
C 19.67090 4.73216 26.73443 -0.203
C 18.65029 5.50100 27.54129 -0.109
H 19.06944 5.79744 28.50282 0.050
H 18.27700 6.38595 27.02591 0.039
H 17.79225 4.84456 27.68608 0.075
H 19.33877 4.47438 25.72877 0.069
H 20.47807 5.45852 26.63969 0.078
H 21.60146 3.16769 26.37414 0.145
C 23.16759 5.35316 25.89595 -0.398
O 22.49515 5.28870 27.16307 -0.628
O 24.39961 4.67230 26.15420 -0.393
C 22.24110 5.06198 24.69007 -0.520
F 22.74657 5.57636 23.57278 0.203
F 22.14160 3.75791 24.44268 0.117
F 21.00498 5.56758 24.83071 -0.003
C 21.82237 6.53530 27.61505 -0.143
C 21.03133 6.23177 28.84644 -0.067
H 20.65403 5.20927 28.86163 0.031
H 21.69243 6.35175 29.70472 0.103
H 20.18279 6.90620 28.96143 0.078
H 21.04970 6.89699 26.93661 0.116
H 22.51937 7.33605 27.86219 0.148
H 23.44415 6.40586 25.83719 0.155
C 19.17510 3.02382 29.94100 -0.029
O 20.08183 4.12988 29.73149 -0.151
H 18.31063 3.29058 29.33303 0.029
H 19.56009 2.07513 29.56701 0.056
H 18.82377 2.95582 30.97058 0.142
H 20.49099 3.95424 28.88100 0.014
C 17.84486 7.60217 29.28182 -0.110
O 17.36932 6.61240 30.21392 -0.153
H 17.15590 8.44540 29.23288 0.101
H 18.84161 7.95521 29.54630 0.080
H 17.94824 7.16074 28.29058 0.038
H 18.08610 6.01891 30.44971 0.081
C 16.61935 4.55627 29.38539 -0.071
O 15.72639 3.78614 28.60508 0.120
H 16.18792 4.66490 30.38046 0.124
H 17.61661 4.12179 29.45469 0.032
H 16.76695 5.55384 28.97165 0.073
H 14.89780 4.23345 28.41811 0.172
C 21.52079 0.32823 29.12957 -0.127
O 21.20426 1.43579 29.97094 -0.139
H 22.11087 0.76472 28.32372 0.082
H 22.11882 -0.37265 29.71199 0.105
H 20.70697 -0.16592 28.59890 0.071
H 21.26230 2.23652 29.44457 -0.070
C 19.87230 3.66060 23.88560 -0.139
O 18.93778 4.57207 23.33777 -0.104
H 19.41901 3.01633 24.63895 0.072
H 20.34167 3.02406 23.13554 0.111
H 20.63815 4.26861 24.36715 0.011
H 19.42515 5.19137 22.78957 0.100
C 22.65048 4.37791 31.20940 -0.079
O 22.16631 4.13566 29.89527 -0.645
H 22.63694 3.43283 31.75231 0.109
H 23.61907 4.87376 31.14560 0.077
H 22.01929 5.07978 31.75445 0.095
H 21.30732 3.71856 29.99411 -0.035
C 18.56006 0.00162 30.01646 -0.167
O 19.55327 -0.29191 30.98149 -0.094
H 18.81629 0.76229 29.27901 0.029
H 18.39791 -0.89455 29.41756 0.092
H 17.57506 0.26473 30.40199 0.096
H 20.21791 -0.77016 30.48037 0.047
C 19.24550 7.16263 25.10431 -0.127
O 19.39620 8.50536 24.67222 -0.084
H 20.24397 6.72711 25.14285 0.053
H 18.85995 7.15374 26.12381 0.062
H 18.58730 6.59985 24.44238 0.084
H 18.87354 9.09384 25.22187 0.074
C 17.64201 2.51995 27.00736 -0.155
O 16.31188 2.94213 27.01887 -0.114
H 17.59347 1.48351 27.34132 0.098
H 18.07701 2.58894 26.01031 0.075
H 18.32016 2.98265 27.72438 0.046
H 16.10269 3.30232 27.88379 -0.355
C 17.14461 5.01694 25.22189 -0.135
O 16.63683 6.16305 25.95166 -0.125
H 18.20780 4.93915 25.44919 0.011
H 16.63846 4.05717 25.32559 0.094
H 17.06582 5.29124 24.16991 0.086
H 15.81585 5.94953 26.40112 0.084
```

Calculated values
- gap between HOMO and LUMO (eV) = 8.029
- LUMO level (eV) = -0.246
- net charge = 0
- ΔE to the lowest compared entry with this formula, charge and spin (kJ/mol) = 2048.9